No. 1
Here is C28H32N2O3 in the gas phase from the OMol25 dataset. Energies are from wB97M-V/def2-TZVPD.

Output
- spin multiplicity = 1
- SMILES = CCOc1ccc(OCc2cccc(C(=O)Nc3ccc(CN4CCCCC4)cc3)c2)cc1

Each line ends with the Löwdin charge.
Element x y z (Å)
C (-9.581, -3.099, -0.822)  -0.066
C (-9.613, -2.622, 0.628)  -0.254
O (-8.342, -2.239, 1.106)  -0.058
C (-7.806, -1.042, 0.723)  -0.274
C (-6.506, -0.798, 1.162)  0.008
C (-5.856, 0.382, 0.863)  -0.005
C (-6.500, 1.357, 0.110)  -0.276
C (-7.797, 1.116, -0.331)  0.000
C (-8.447, -0.066, -0.033)  -0.021
H (-9.454, -0.204, -0.393)  0.105
H (-8.292, 1.877, -0.915)  0.119
O (-5.964, 2.566, -0.249)  -0.055
C (-4.682, 2.899, 0.228)  -0.152
C (-3.563, 2.081, -0.371)  -0.200
C (-2.363, 1.941, 0.311)  0.029
C (-1.311, 1.219, -0.241)  -0.129
C (-1.481, 0.597, -1.475)  -0.036
C (-2.682, 0.724, -2.149)  -0.058
C (-3.713, 1.473, -1.610)  -0.015
H (-4.647, 1.577, -2.142)  0.123
H (-2.816, 0.235, -3.103)  0.107
H (-0.696, -0.016, -1.896)  0.112
C (-0.054, 1.109, 0.562)  -0.418
O (-0.071, 1.074, 1.775)  0.081
N (1.074, 1.079, -0.204)  0.133
C (2.411, 0.993, 0.198)  -0.219
C (2.793, 0.806, 1.522)  -0.002
C (4.136, 0.723, 1.844)  -0.027
C (5.119, 0.829, 0.870)  -0.231
C (4.729, 1.015, -0.452)  -0.035
C (3.393, 1.092, -0.786)  -0.019
H (3.103, 1.234, -1.819)  0.109
H (5.489, 1.087, -1.213)  0.115
C (6.581, 0.764, 1.216)  -0.164
N (7.314, -0.042, 0.256)  -0.181
C (8.750, 0.113, 0.384)  -0.209
C (9.456, -0.605, -0.761)  -0.188
C (9.095, -2.086, -0.753)  -0.213
C (7.577, -2.224, -0.803)  -0.184
C (6.945, -1.444, 0.344)  -0.198
H (5.856, -1.514, 0.289)  0.120
H (7.268, -1.880, 1.309)  0.129
H (7.207, -1.822, -1.747)  0.114
H (7.283, -3.273, -0.737)  0.109
H (9.553, -2.594, -1.603)  0.106
H (9.473, -2.550, 0.162)  0.111
H (9.135, -0.160, -1.704)  0.113
H (10.535, -0.472, -0.666)  0.108
H (8.985, 1.181, 0.350)  0.118
H (9.116, -0.285, 1.350)  0.127
H (6.994, 1.779, 1.179)  0.129
H (6.705, 0.391, 2.250)  0.127
H (4.420, 0.574, 2.876)  0.112
H (2.041, 0.727, 2.289)  0.099
H (0.946, 1.190, -1.201)  0.131
H (-2.225, 2.392, 1.283)  0.130
H (-4.647, 2.839, 1.325)  0.136
H (-4.551, 3.949, -0.059)  0.142
H (-4.847, 0.523, 1.216)  0.112
H (-6.013, -1.558, 1.748)  0.121
H (-9.910, -3.448, 1.281)  0.122
H (-10.338, -1.808, 0.755)  0.115
H (-10.573, -3.427, -1.122)  0.076
H (-8.888, -3.930, -0.920)  0.079
H (-9.256, -2.301, -1.485)  0.066

=====

No. 2
Here is a molecular structure, C28H32N2O3SeSn in a non-equilibrium geometry from the OMol25 dataset. Energies are from wB97M-V/def2-TZVPD.

Output
- total charge = +2
- spin multiplicity = 1

Each line ends with the Löwdin charge.
Element x y z (Å)
Sn (-1.096, -0.879, -0.737)  1.404
C (-1.429, -1.982, 3.832)  0.000
C (-1.563, -2.230, 2.362)  -0.371
O (-0.951, -1.466, 1.588)  -0.165
C (-2.389, -3.328, 1.919)  -0.097
C (-2.907, -4.254, 2.835)  -0.019
C (-3.641, -5.350, 2.426)  -0.054
C (-3.841, -5.587, 1.063)  -0.041
C (-3.353, -4.708, 0.134)  0.012
C (-2.680, -3.517, 0.524)  -0.337
O (-2.449, -2.639, -0.384)  -0.263
H (-0.850, -1.076, 3.993)  0.090
H (-0.911, -2.812, 4.310)  0.105
H (-2.405, -1.877, 4.302)  0.101
H (-2.717, -4.129, 3.887)  0.111
H (-4.042, -6.035, 3.155)  0.112
H (-4.387, -6.461, 0.745)  0.120
H (-3.538, -4.845, -0.920)  0.122
C (1.119, 2.092, -1.259)  -0.055
C (0.260, 3.364, -1.160)  -0.341
C (-0.604, 3.554, -2.416)  -0.027
C (-0.593, 3.379, 0.079)  -0.055
C (-0.360, 4.297, 1.072)  0.036
C (-1.194, 4.383, 2.190)  0.086
C (-2.332, 3.588, 2.286)  0.037
C (-2.638, 2.646, 1.332)  -0.042
C (-3.926, 1.884, 1.427)  -0.342
C (-4.794, 2.134, 0.184)  -0.021
C (-3.729, 0.380, 1.645)  -0.030
C (-1.701, 2.439, 0.230)  -0.205
O (-1.840, 1.483, -0.576)  -0.108
H (2.080, 2.327, -1.712)  0.095
H (0.617, 1.341, -1.881)  0.042
H (1.303, 1.671, -0.269)  0.084
H (0.935, 4.223, -1.086)  0.144
H (-1.286, 2.717, -2.558)  0.079
H (0.031, 3.641, -3.293)  0.099
H (-1.191, 4.465, -2.331)  0.095
H (0.474, 4.978, 0.994)  0.139
H (-0.978, 5.103, 2.965)  0.144
H (-2.999, 3.730, 3.123)  0.139
H (-4.462, 2.275, 2.298)  0.146
H (-4.322, 1.721, -0.706)  0.082
H (-4.953, 3.200, 0.042)  0.095
H (-5.760, 1.655, 0.319)  0.101
H (-3.426, -0.108, 0.713)  0.046
H (-4.667, -0.061, 1.972)  0.108
H (-2.974, 0.200, 2.409)  0.082
C (3.151, -0.994, -3.751)  -0.008
N (3.895, -1.064, -2.523)  -0.065
C (3.412, -1.354, -1.302)  -0.678
Se (1.682, -1.892, -0.839)  0.618
N (4.415, -1.271, -0.406)  0.131
C (5.579, -0.920, -1.046)  -0.167
C (6.870, -0.685, -0.593)  0.008
C (7.808, -0.322, -1.539)  -0.052
C (7.480, -0.205, -2.896)  -0.051
C (6.202, -0.452, -3.358)  0.011
C (5.245, -0.798, -2.411)  -0.148
H (2.086, -1.099, -3.538)  0.059
H (3.458, -1.795, -4.427)  0.116
H (3.330, -0.031, -4.235)  0.108
H (4.304, -1.462, 0.580)  0.168
H (7.123, -0.776, 0.450)  0.120
H (8.819, -0.116, -1.228)  0.117
H (8.245, 0.090, -3.597)  0.117
H (5.960, -0.378, -4.405)  0.119

=====

No. 3
Here is a molecular structure, C28H32N5O3RuSSe2 in a non-equilibrium geometry from the OMol25 dataset. Energies are from wB97M-V/def2-TZVPD.

Output
- spin multiplicity = 2

Each line ends with the Löwdin spin population.
Element x y z (Å)
Ru (0.044, 0.318, 0.688)  0.792
N (0.097, -4.230, 1.536)  0.001
C (-0.334, -2.990, 1.265)  0.004
N (0.340, -1.911, 1.486)  0.024
C (1.586, -2.014, 2.099)  0.001
N (2.244, -0.983, 2.478)  0.010
N (1.610, 0.189, 2.116)  0.024
C (2.076, 1.258, 2.608)  -0.005
C (1.412, 2.484, 2.211)  -0.002
C (1.775, 3.714, 2.731)  -0.001
C (1.056, 4.837, 2.358)  -0.001
C (-0.021, 4.684, 1.506)  -0.001
C (-0.321, 3.419, 1.022)  0.002
N (0.397, 2.346, 1.339)  -0.002
C (2.143, -3.346, 2.363)  0.001
C (3.424, -3.537, 2.883)  0.000
C (3.900, -4.810, 3.104)  0.000
C (3.094, -5.917, 2.822)  0.000
C (1.828, -5.747, 2.308)  0.000
C (1.360, -4.455, 2.071)  0.000
H (-0.501, -5.014, 1.335)  0.000
H (-1.318, -2.902, 0.831)  0.001
H (2.905, 1.235, 3.309)  0.000
H (2.603, 3.772, 3.424)  0.000
H (1.328, 5.814, 2.736)  0.000
H (-0.625, 5.528, 1.207)  0.000
H (-1.158, 3.235, 0.357)  0.000
H (4.026, -2.665, 3.099)  0.000
H (4.899, -4.955, 3.493)  0.000
H (3.460, -6.918, 3.009)  0.000
H (1.199, -6.602, 2.088)  0.000
O (0.306, -0.026, -3.737)  0.003
C (1.139, 1.093, -3.960)  0.000
C (1.404, 2.024, -2.763)  0.000
C (2.171, 3.237, -3.333)  0.000
O (1.395, 4.135, -4.118)  0.000
C (2.366, 1.395, -1.756)  -0.002
Se (1.873, -0.317, -0.941)  -0.013
C (0.146, 2.568, -2.083)  0.015
Se (-1.110, 1.366, -1.179)  0.122
H (0.730, -0.550, -3.032)  0.000
H (0.646, 1.654, -4.759)  0.000
H (2.122, 0.769, -4.332)  0.000
H (3.031, 2.871, -3.909)  0.000
H (2.556, 3.831, -2.503)  0.000
H (1.131, 3.693, -4.929)  0.000
H (2.526, 2.086, -0.924)  0.000
H (3.331, 1.220, -2.238)  0.000
H (-0.472, 3.087, -2.813)  0.000
H (0.469, 3.305, -1.343)  0.003
S (-1.566, 0.475, 2.501)  -0.014
C (-3.130, 0.693, 1.682)  0.002
C (-3.838, -0.400, 1.178)  0.000
C (-5.079, -0.234, 0.580)  0.000
C (-5.649, 1.031, 0.488)  0.000
C (-4.960, 2.123, 0.995)  0.000
C (-3.714, 1.956, 1.586)  0.000
H (-3.397, -1.385, 1.264)  0.000
H (-5.610, -1.096, 0.192)  0.000
H (-6.623, 1.161, 0.034)  0.000
H (-5.398, 3.112, 0.933)  0.000
H (-3.178, 2.810, 1.980)  0.000
C (-0.965, -3.125, -2.487)  0.000
C (-1.718, -1.967, -1.876)  0.003
C (-2.736, -1.285, -2.737)  0.005
O (-1.472, -1.589, -0.749)  0.020
H (-0.789, -2.950, -3.549)  0.000
H (-1.572, -4.031, -2.395)  0.000
H (-0.017, -3.270, -1.971)  0.000
H (-3.287, -2.005, -3.348)  0.001
H (-2.177, -0.619, -3.403)  0.003
H (-3.408, -0.682, -2.132)  0.001

=====

| no. | E (hartree) |
| --- | --- |
| 1 | -1421.410653 |
| 2 | -4036.557544 |
| 3 | -6881.610754 |